# 1
A cluster of 2 separate species, C5H8NS in total in a non-equilibrium geometry, computed with ωB97M-V with the def2-TZVPD basis set.

XYZ file:
```
15
Properties=species:S:1:pos:R:3:forces:R:3
C -0.62571 1.65717 -0.43905 1.39 0.56 -0.73
C -0.48897 2.31163 -1.77463 2.56 -1.35 0.46
C -0.13969 -1.12993 1.11846 6.52 2.77 0.56
C -1.39287 -1.67931 1.27622 -2.72 -0.79 -1.93
C 2.15839 -0.41746 0.36195 -1.71 -1.75 -2.98
N 0.94517 -0.64465 1.07699 -5.99 -2.79 -0.67
S -1.79878 1.09707 -1.44788 -1.94 -1.41 -0.62
H -0.84968 3.27795 -1.71191 -0.62 2.02 -0.64
H 0.30757 2.08368 -2.57994 -1.42 0.18 1.50
H -2.11044 -0.80451 1.18467 0.42 -1.17 0.34
H -1.52123 -2.29981 2.18124 0.07 0.38 -0.46
H -1.51249 -2.31610 0.28782 -0.09 0.95 1.92
H 1.94959 0.34662 -0.38989 0.11 0.34 0.38
H 2.33109 -1.37152 -0.27798 0.47 1.50 1.67
H 2.74804 -0.11083 1.13393 2.93 0.58 1.19
```
Positions in Å, forces in eV/Å.

Calculated values
Total energy = -647.7419 Ha
Relative energy (zero: lowest compared OMol25 entry of this formula, charge and spin) = 334.9 kJ/mol
Net charge = +1
2S+1 = 3
Gap between HOMO and LUMO (spin up / spin down) = 6.516 / 8.024 eV
Molecular weight = 114.19 g/mol

***

# 2
A structure of composition C5H8O in a non-equilibrium geometry, computed with ωB97M-V with the def2-TZVPD basis set.

XYZ file:
```
14
Properties=species:S:1:pos:R:3:forces:R:3
C 0.96711 1.65388 0.43962 1.57 -1.72 1.57
C 0.71788 -0.20155 0.78548 -0.41 4.46 0.72
O 0.78127 -0.50142 1.93569 0.27 -0.60 -0.95
C 0.19393 -0.64094 -0.44854 0.07 -1.69 -0.47
C -0.81762 -1.69125 -0.71489 0.31 -0.55 -0.21
C -1.33391 -0.38297 -0.31788 0.78 4.05 -0.60
H 2.02146 1.48910 0.19486 0.25 0.50 0.21
H 0.66385 2.50599 -0.20728 -0.79 -1.30 -0.19
H 0.91212 1.98854 1.47765 0.17 0.11 -0.10
H 0.62174 -0.19458 -1.34902 -0.13 0.03 0.58
H -0.99622 -2.40030 0.08207 0.04 -0.39 -0.39
H -0.79059 -1.99495 -1.74480 -0.40 -0.49 -0.12
H -1.23132 0.66315 -0.83178 -1.88 -2.34 0.13
H -1.70969 -0.29272 0.69882 0.16 -0.06 -0.20
```
Positions in Å, forces in eV/Å.

Calculated values
Total energy = -270.4057 Ha
Relative energy (zero: lowest compared OMol25 entry of this formula, charge and spin) = 399.6 kJ/mol
Gap between HOMO and LUMO = 9.802 eV
Molecular weight = 84.12 g/mol

***

# 3
An isolated molecule of C5H8O, computed with ωB97M-V with the def2-TZVPD basis set.

XYZ file:
```
14
Properties=species:S:1:pos:R:3:forces:R:3
C 2.29428 0.80274 -0.36873 -0.12 -0.49 0.02
C 1.69522 -0.23810 -0.27085 0.21 0.55 -0.03
C 0.69356 -1.30347 -0.13937 0.02 0.02 -0.03
C -0.58647 -0.72352 0.49949 -0.08 0.01 0.07
C -0.94956 0.62697 -0.09809 0.26 -0.25 -0.20
O -2.14308 1.09667 0.49797 -0.18 0.21 -0.06
H 2.76003 1.75768 -0.46043 0.14 -0.21 0.01
H 1.07552 -2.14039 0.45542 -0.04 0.16 -0.09
H 0.47007 -1.69853 -1.13833 0.03 0.06 0.14
H -1.41521 -1.42342 0.34974 0.10 0.07 0.04
H -0.44771 -0.60221 1.57942 0.01 -0.01 -0.13
H -0.12424 1.32096 0.08538 -0.20 -0.02 -0.05
H -1.06317 0.51792 -1.19148 -0.01 0.06 0.18
H -2.25924 2.00670 0.19987 -0.13 -0.17 0.15
```
Positions in Å, forces in eV/Å.

Calculated values
Total energy = -270.4734 Ha
Relative energy (zero: lowest compared OMol25 entry of this formula, charge and spin) = 221.8 kJ/mol
Gap between HOMO and LUMO = 10.812 eV
Molecular weight = 84.12 g/mol

***

# 4
A cluster of 2 separate species, C5H8O in total in a non-equilibrium geometry, computed with ωB97M-V with the def2-TZVPD basis set.

XYZ file:
```
14
Properties=species:S:1:pos:R:3:forces:R:3
C -0.71215 -1.84501 -1.00696 -0.15 0.13 -0.17
C -0.28568 0.73580 -0.92225 0.12 0.93 -0.07
O -1.02347 1.08103 0.11910 0.09 0.10 -0.16
C -0.24265 1.31197 1.30341 0.17 -0.01 0.19
C 1.14759 1.02445 0.85550 -0.04 -0.02 -0.02
C 1.10739 0.63082 -0.41885 -0.02 0.12 0.10
H -1.75822 -2.16522 -1.03482 0.13 -0.15 -0.01
H -0.10713 -2.48968 -1.66202 -0.26 0.33 -0.01
H -0.32795 -2.00896 0.02241 -0.24 0.59 -0.56
H -0.75202 -0.73182 -1.40686 0.33 -2.02 0.59
H -0.42585 2.34906 1.59812 0.11 -0.08 0.00
H -0.59084 0.65554 2.10630 0.03 0.01 -0.03
H 2.02312 1.12506 1.48146 -0.07 -0.01 0.06
H 1.94785 0.32696 -1.03454 -0.21 0.08 0.10
```
Positions in Å, forces in eV/Å.

Calculated values
Total energy = -270.4135 Ha
Relative energy (zero: lowest compared OMol25 entry of this formula, charge and spin) = 379.1 kJ/mol
Gap between HOMO and LUMO = 8.518 eV
Molecular weight = 84.12 g/mol

***

# 5
A cluster of 2 separate species, C5H8O in total, computed with ωB97M-V with the def2-TZVPD basis set.

XYZ file:
```
14
Properties=species:S:1:pos:R:3:forces:R:3
C 0.87761 0.06004 1.42183 0.00 -0.06 0.02
C 0.01299 1.01570 0.59427 -0.05 0.08 -0.04
C -1.41211 0.55349 0.43703 -0.25 0.16 -0.07
O -2.09565 0.61428 -0.56060 0.17 0.22 0.64
H 0.38542 -0.21627 2.36189 0.04 0.05 -0.15
H 1.83059 0.53351 1.67782 -0.16 -0.08 -0.06
H 1.09283 -0.85765 0.86524 -0.06 0.15 0.07
H 0.47693 1.25675 -0.36812 -0.23 -0.09 0.12
H -0.11385 1.95888 1.14686 0.14 -0.01 -0.04
H -1.86388 0.17895 1.37595 0.00 -0.06 0.05
C -0.25735 -0.95982 -2.01464 0.53 -0.40 -0.57
C 0.69373 -1.60220 -2.37299 -0.45 0.21 -0.06
H -1.10717 -0.35897 -1.76422 0.23 -0.16 -0.09
H 1.47990 -2.17668 -2.80033 0.10 -0.02 0.19
```
Positions in Å, forces in eV/Å.

Calculated values
Total energy = -270.4539 Ha
Relative energy (zero: lowest compared OMol25 entry of this formula, charge and spin) = 272.9 kJ/mol
Gap between HOMO and LUMO = 11.000 eV
Molecular weight = 84.12 g/mol

***

# 6
An isolated molecule of C5H8O in a non-equilibrium geometry, computed with ωB97M-V with the def2-TZVPD basis set.

XYZ file:
```
14
Properties=species:S:1:pos:R:3:forces:R:3
C 0.09126 1.16947 1.30700 -0.12 0.10 0.00
C 0.49470 1.10433 0.03546 -0.18 0.34 0.31
C -0.03311 0.03316 -0.87045 0.26 -0.19 0.08
C -1.31378 -0.70592 -0.46658 0.07 -0.01 0.02
C 1.22581 -0.81251 -0.32314 0.07 -0.28 -0.42
O 2.40369 -0.67133 -0.53732 -0.89 -0.24 -0.55
H 0.74022 1.34483 2.15472 -0.05 0.98 -0.15
H -0.94644 0.95226 1.52118 0.09 -0.65 0.26
H 1.44857 1.48195 -0.33132 -0.12 0.06 0.47
H -0.06300 0.32797 -1.92943 0.54 -0.37 0.28
H -2.20885 -0.07974 -0.36792 0.35 0.14 -0.12
H -1.54986 -1.48233 -1.20302 0.11 0.13 0.10
H -1.17249 -1.19475 0.50424 -0.07 0.04 -0.13
H 0.88326 -1.46740 0.50659 -0.06 -0.06 -0.16
```
Positions in Å, forces in eV/Å.

Calculated values
Total energy = -270.4750 Ha
Relative energy (zero: lowest compared OMol25 entry of this formula, charge and spin) = 217.6 kJ/mol
Gap between HOMO and LUMO = 10.086 eV
Molecular weight = 84.12 g/mol

***

# 7
A cluster of 2 separate species, C5H8O in total, computed with ωB97M-V with the def2-TZVPD basis set.

XYZ file:
```
14
Properties=species:S:1:pos:R:3:forces:R:3
C 2.79938 -0.13622 -0.30939 -0.09 -0.02 -0.01
C 1.53653 -0.49124 -0.28615 -0.16 -0.05 0.01
C 0.30424 -0.81545 -0.27983 0.18 0.01 -0.02
C -0.98315 -1.07502 -0.24781 0.14 0.03 0.02
C -1.94905 -0.27534 0.59013 -0.18 -0.16 -0.14
O -1.35146 0.78610 1.28884 0.16 -0.08 0.15
H 3.14612 0.71860 0.26584 -0.05 -0.13 -0.07
H 3.52871 -0.67358 -0.91002 -0.12 0.05 0.09
H -1.39419 -1.90588 -0.82068 0.06 0.11 0.07
H -2.71180 0.16927 -0.05973 0.08 -0.07 0.05
H -2.47622 -0.96646 1.27011 0.09 0.12 -0.08
H -0.51990 0.45997 1.66055 -0.10 0.13 -0.04
H 0.25232 2.22876 -1.35597 -0.05 0.01 0.03
H -0.18153 1.97648 -0.80589 0.04 0.06 -0.05
```
Positions in Å, forces in eV/Å.

Calculated values
Total energy = -270.4123 Ha
Relative energy (zero: lowest compared OMol25 entry of this formula, charge and spin) = 382.3 kJ/mol
Gap between HOMO and LUMO = 9.394 eV
Molecular weight = 84.12 g/mol

***

# 8
An isolated molecule of C5H8O, computed with ωB97M-V with the def2-TZVPD basis set.

XYZ file:
```
14
Properties=species:S:1:pos:R:3:forces:R:3
O -1.16149 -1.68887 -0.30565 -0.23 0.08 -0.08
C -0.79353 -0.61324 0.52180 -0.21 0.66 0.17
C 0.72134 -0.54479 0.83734 0.07 -0.06 0.00
C 0.76734 0.83223 0.18850 0.29 0.16 0.05
C 0.21627 0.80854 -1.21270 0.15 -0.01 -0.21
C -0.72632 0.82117 -0.06414 -0.24 0.01 -0.13
H -0.34069 -2.08153 -0.60791 -0.07 -0.17 -0.21
H -1.48135 -0.58494 1.36542 0.26 -0.32 0.29
H 1.30729 -1.31821 0.32035 0.02 0.07 0.16
H 0.97088 -0.56461 1.90201 -0.10 0.03 -0.18
H 1.36756 1.66844 0.53249 -0.09 -0.14 -0.07
H 0.23160 -0.08788 -1.83184 0.23 0.09 0.14
H 0.35127 1.72599 -1.77830 -0.14 -0.08 0.17
H -1.43018 1.62769 0.13261 0.06 -0.32 -0.12
```
Positions in Å, forces in eV/Å.

Calculated values
Total energy = -270.4836 Ha
Relative energy (zero: lowest compared OMol25 entry of this formula, charge and spin) = 195.0 kJ/mol
Gap between HOMO and LUMO = 10.928 eV
Molecular weight = 84.12 g/mol